1.
Below is 5 unconnected molecules or ions with the total composition C38H79N8O8S, with properties calculated with wB97M-V/def2-TZVPD.

- Net charge: +1

Geometry (Å):
C1 3.75072 2.24927 1.27967
C2 2.27215 1.83822 1.11563
C3 2.17180 0.38169 0.64300
C4 0.75675 -0.24141 0.66523
C5 0.07266 -0.30961 -0.70496
C6 0.96450 -1.07478 -1.72803
O1 1.56758 -2.17281 -1.12321
C7 2.89837 -2.47741 -1.52792
N1 -0.02316 1.10897 -1.24752
C8 -1.24417 1.95324 -0.91470
C9 -1.22360 3.12089 -1.90523
C10 -0.10634 4.14635 -1.65637
C11 -0.53325 5.58528 -1.91362
O2 -0.67977 5.82170 -3.30861
C12 -1.21050 2.37824 0.55432
C13 -2.31513 3.36215 0.94426
S1 -2.17635 3.93161 2.65699
C14 -2.87615 2.57428 3.49340
N2 -3.41095 2.63328 4.67098
N3 -3.79734 1.33075 4.98460
C15 -3.48323 0.61403 3.96428
O3 -2.87799 1.32094 2.97203
C16 -2.44072 1.04857 -1.16901
O4 -2.37290 -0.06547 -0.31551
C17 -1.34652 -0.95378 -0.73341
C18 -1.44289 -2.20453 0.09758
C19 -1.25431 -3.46470 -0.46735
C20 -1.34209 -4.58842 0.36556
N4 -1.59695 -4.52344 1.67216
C21 -1.79734 -3.31469 2.20178
C22 -1.73174 -2.12962 1.46528
H1 3.96862 3.20218 0.79907
H2 4.40578 1.51298 0.80533
H3 4.03825 2.29697 2.32784
H4 1.85791 2.50944 0.35056
H5 1.75867 1.99259 2.06060
H6 2.81564 -0.22239 1.28567
H7 2.63045 0.33582 -0.34492
H8 0.78572 -1.23860 1.09464
H9 0.14408 0.35507 1.34420
H10 1.71462 -0.38519 -2.13473
H11 0.34254 -1.40075 -2.57276
H12 3.16825 -1.95253 -2.44649
H13 3.59675 -2.21272 -0.73164
H14 2.96857 -3.54840 -1.71381
H15 0.01967 1.05871 -2.26905
H16 0.80664 1.63640 -0.95610
H17 -1.09874 2.70301 -2.90784
H18 -2.20113 3.60719 -1.87800
H19 0.69831 3.95540 -2.37303
H20 0.34389 4.06294 -0.66463
H21 -1.47472 5.81214 -1.40090
H22 0.21924 6.27719 -1.53711
H23 -1.60617 5.76209 -3.55394
H24 -0.25123 2.82403 0.83001
H25 -1.32265 1.49429 1.17419
H26 -2.25746 4.28412 0.36162
H27 -3.31488 2.95067 0.81148
H28 -3.64506 -0.44218 3.82172
H29 -3.37971 1.57018 -0.99962
H30 -2.42949 0.73563 -2.22566
H31 -1.55486 -1.22293 -1.77825
H32 -1.04857 -3.58434 -1.52364
H33 -1.18559 -5.57342 -0.06572
H34 -2.01611 -3.28156 3.26352
H35 -1.90787 -1.17259 1.93974
C23 1.02096 2.14014 7.32653
C24 0.14587 2.39521 6.10266
C25 0.90200 2.29692 4.76882
O5 1.72254 3.40820 4.46030
C26 2.98853 3.42163 5.09914
N5 -0.54894 3.66837 6.27827
H36 1.63261 3.00792 7.57030
H37 0.39236 1.93835 8.19206
H38 1.68173 1.28365 7.17764
H39 -0.61594 1.60947 6.07919
H40 0.16427 2.25514 3.95824
H41 1.49225 1.36891 4.72221
H42 3.38988 2.40883 5.20500
H43 2.94550 3.89310 6.08182
H44 3.66156 4.00562 4.47182
H45 -1.25322 3.79698 5.55909
H46 0.11751 4.42302 6.14260
C27 -6.17673 -3.24560 -1.32301
C28 -5.47193 -1.90559 -1.14707
C29 -6.41081 -0.69589 -1.08947
O6 -6.93687 -0.29189 -2.33418
C30 -8.07872 -1.00621 -2.77839
N6 -4.45195 -1.76081 -2.19194
H47 -6.50163 -3.39669 -2.35249
H48 -5.49596 -4.05961 -1.07656
H49 -7.04952 -3.32328 -0.67321
H50 -4.94935 -1.93013 -0.18461
H51 -5.83020 0.16266 -0.73381
H52 -7.21951 -0.86323 -0.36635
H53 -8.72014 -1.28547 -1.93789
H54 -7.80748 -1.90515 -3.33622
H55 -8.63577 -0.34556 -3.44031
H56 -3.91463 -0.92249 -1.99961
H57 -4.92715 -1.56751 -3.06992
C31 2.17572 -6.55904 -0.97106
C32 1.50552 -7.16632 0.25801
C33 2.42024 -8.07341 1.08975
O7 2.65634 -9.34560 0.52913
C34 3.67469 -9.40944 -0.45033
N7 0.27514 -7.84455 -0.16023
H58 2.26210 -7.28176 -1.78204
H59 1.57674 -5.72574 -1.34391
H60 3.17537 -6.18704 -0.73507
H61 1.21634 -6.33774 0.91386
H62 1.92502 -8.26574 2.04452
H63 3.37303 -7.57193 1.30985
H64 4.49206 -8.71980 -0.21684
H65 3.29651 -9.19092 -1.45239
H66 4.06382 -10.42622 -0.44713
H67 -0.23801 -8.14268 0.66454
H68 0.54242 -8.70976 -0.62210
C35 5.56296 4.38025 -4.83165
C36 4.11210 4.76365 -4.55895
C37 3.52779 4.12645 -3.29405
O8 3.17878 2.75091 -3.39321
C38 4.25905 1.84544 -3.24500
N8 3.31301 4.49305 -5.75447
H69 5.64046 3.37984 -5.25845
H70 5.99818 5.06990 -5.55248
H71 6.16487 4.41482 -3.92156
H72 4.08204 5.84376 -4.38837
H73 2.58761 4.63684 -3.06779
H74 4.19741 4.27686 -2.43643
H75 4.99017 2.21622 -2.52080
H76 4.76364 1.65205 -4.19310
H77 3.85033 0.90183 -2.87874
H78 2.37693 4.87116 -5.64327
H79 3.18902 3.48881 -5.84368

***

2.
Below is 11 unconnected molecules or ions with the total composition C38H80O23S2 at a distorted geometry, with properties calculated with wB97M-V/def2-TZVPD.

- SMILES: CCOS(C)(=O)=O.CCOS(C)(=O)=O.COC(=O)OC.COC(=O)OC.COC(=O)OC.COC(=O)OC.C1CCOC1.C1CCOC1.C1CCOC1.C1CCOC1.C1CCOC1

Geometry (Å):
C1 -17.79769 13.16201 -1.87461
C2 -16.80369 12.88219 -3.09151
O1 -17.62790 12.92601 -4.33893
S1 -18.04721 14.40389 -4.96004
C3 -16.67736 14.66494 -6.08715
O2 -19.29603 14.16519 -5.71492
O3 -18.03779 15.37506 -3.82084
H1 -18.65493 12.48932 -1.90182
H2 -18.24898 14.15160 -1.94632
H3 -17.30541 13.16360 -0.90211
H4 -15.93268 13.53751 -3.09043
H5 -16.31325 11.90878 -3.09803
H6 -15.80653 14.33531 -5.52048
H7 -16.74104 15.73257 -6.29740
H8 -17.07915 14.03849 -6.88353
C4 -23.32658 7.33516 3.45905
C5 -24.45393 7.29512 4.48425
O4 -24.33782 5.96952 5.07000
S2 -25.38008 5.57110 6.28217
C6 -24.83571 6.79849 7.57145
O5 -26.75462 5.99779 5.90970
O6 -25.02122 4.19010 6.63117
H9 -22.35445 7.19881 3.93284
H10 -23.30186 8.31976 2.99208
H11 -23.44956 6.58436 2.67849
H12 -24.37868 8.10147 5.21380
H13 -25.36792 7.45696 3.91283
H14 -25.06838 7.83591 7.33120
H15 -23.75459 6.69222 7.48203
H16 -25.20263 6.39521 8.51528
C7 -26.73044 13.76061 -3.69610
O7 -27.57050 13.61028 -2.58357
C8 -27.28655 12.69607 -1.61995
O8 -26.53752 11.73970 -1.62727
O9 -28.29398 12.94164 -0.67597
C9 -28.76766 12.09045 0.42695
H17 -25.72397 13.91690 -3.30790
H18 -27.06436 14.59576 -4.31184
H19 -26.92895 12.91542 -4.35515
H20 -28.91451 11.05836 0.10864
H21 -29.70998 12.47382 0.81831
H22 -27.97795 12.02795 1.17565
C10 -19.04297 4.16081 11.31325
O10 -17.81086 4.59603 10.74537
C11 -17.53096 5.91161 10.50953
O11 -18.33213 6.82336 10.62107
O12 -16.23408 5.97666 10.14621
C12 -15.73559 7.26106 9.77197
H23 -19.80938 4.06722 10.54386
H24 -19.51000 4.80838 12.05530
H25 -18.88486 3.15689 11.70726
H26 -16.20240 7.50409 8.81744
H27 -14.71219 7.19865 9.40202
H28 -15.85830 7.99460 10.56882
C13 -25.95278 0.13947 13.72198
O13 -25.34943 0.67301 14.93263
C14 -25.77931 1.76933 15.62821
O14 -26.73034 2.47114 15.22633
O15 -25.19398 1.91079 16.81908
C15 -25.60202 2.92602 17.66260
H29 -27.03138 0.25846 13.61923
H30 -25.67601 -0.91377 13.67524
H31 -25.41015 0.64215 12.92138
H32 -26.24330 3.64965 17.15939
H33 -24.73026 3.50015 17.97646
H34 -26.30901 2.68889 18.45762
C16 -26.19859 15.15442 8.49662
O16 -26.13981 15.38649 7.17731
C17 -25.34278 14.66491 6.45419
O17 -24.76926 13.57902 6.83006
O18 -25.19292 15.27655 5.25032
C18 -24.55360 14.69091 4.18157
H35 -26.57454 14.15799 8.72876
H36 -26.84055 15.95650 8.86082
H37 -25.22025 15.27246 8.96247
H38 -24.79887 13.64514 3.99640
H39 -23.46973 14.73657 4.28756
H40 -24.86448 15.21437 3.27744
C19 -32.27358 3.77927 9.00647
C20 -31.54478 3.09981 10.11511
C21 -32.48078 3.12650 11.24965
O19 -33.66490 3.85455 10.78288
C22 -33.77453 3.80701 9.33637
H41 -31.99154 3.39613 8.02578
H42 -32.09224 4.85248 8.94784
H43 -30.55160 3.51427 10.28806
H44 -31.42408 2.03607 9.91021
H45 -32.12213 3.50720 12.20597
H46 -32.87572 2.13759 11.48239
H47 -34.33493 4.60322 8.84638
H48 -34.30347 2.86453 9.19476
C23 -28.81302 3.03953 -2.02484
C24 -27.73037 3.37115 -1.09054
C25 -27.50996 2.16677 -0.25454
O20 -28.31502 1.07995 -0.84479
C26 -28.73389 1.54943 -2.17164
H49 -28.68767 3.55192 -2.97870
H50 -29.77137 3.33424 -1.59728
H51 -27.85052 4.27621 -0.49512
H52 -26.85665 3.71629 -1.64334
H53 -27.73047 2.39087 0.78914
H54 -26.45176 1.97756 -0.43485
H55 -29.66429 1.03581 -2.41384
H56 -28.06028 1.19308 -2.95098
C27 -17.09196 1.33328 4.77437
C28 -18.27376 0.88063 5.60456
C29 -19.40739 1.68341 5.01116
O21 -19.06866 1.74318 3.63423
C30 -17.62866 1.50427 3.35253
H57 -16.29210 0.59293 4.75938
H58 -16.83859 2.31303 5.17931
H59 -18.22287 1.01087 6.68556
H60 -18.30500 -0.20698 5.53955
H61 -19.43354 2.73551 5.29489
H62 -20.38297 1.25523 5.24141
H63 -17.16004 2.45255 3.08938
H64 -17.45273 0.58535 2.79330
C31 -16.52420 4.18109 -3.20178
C32 -16.66746 5.52711 -3.92341
C33 -18.11740 5.92381 -3.65874
O22 -18.82700 4.66087 -3.88565
C34 -18.02512 3.62459 -3.32368
H65 -16.21563 4.31340 -2.16478
H66 -15.79410 3.52731 -3.67888
H67 -16.50385 5.36239 -4.98840
H68 -15.93666 6.28358 -3.63742
H69 -18.31532 6.71518 -4.38169
H70 -18.30343 6.33740 -2.66756
H71 -18.00205 2.71345 -3.92151
H72 -18.50033 3.33328 -2.38697
C35 -25.31156 11.80780 15.28824
C36 -26.59177 10.98402 15.72586
C37 -26.48675 9.73944 14.78073
O23 -25.10146 9.63625 14.34190
C38 -24.51489 10.90721 14.21974
H73 -24.75536 12.05182 16.19334
H74 -25.57808 12.70466 14.72904
H75 -27.55315 11.47897 15.58843
H76 -26.60093 10.57800 16.73738
H77 -27.22053 9.94608 14.00164
H78 -26.91410 8.81011 15.15731
H79 -24.63958 11.30134 13.21117
H80 -23.43111 10.91665 14.33569

***

Number 1: frontier orbital gap 8.511 eV, lowest unoccupied orbital energy -2.4 eV, HOMO level -10.894 eV. Number 2: frontier orbital gap 9.467 eV, lowest unoccupied orbital energy 0.2 eV, HOMO level -9.228 eV.